Here is a molecular structure, C42H28Cl5N6O3SZr at a distorted geometry from OMol25. Energies are from the ωB97M-V functional and the def2-TZVPD basis.

Each line ends with the Löwdin charge.
Element x y z (Å)
Zr1 -0.2568 -0.0329 0.2326  1.729
C1 -4.4634 -1.3262 -1.0794  -0.061
C2 -4.1720 -2.4603 -1.8182  -0.063
C3 -2.8551 -2.7738 -2.0883  -0.024
C4 -1.8199 -1.9741 -1.5899  -0.201
C5 -2.0779 -0.8253 -0.7868  -0.209
C6 -3.4343 -0.5312 -0.5883  -0.104
C7 -0.4153 -2.3054 -1.8621  -0.194
C8 -0.0265 -3.2898 -2.8087  0.019
C9 1.2822 -3.6605 -2.9111  0.023
C10 2.2458 -3.0595 -2.0723  -0.164
C11 3.5905 -3.4719 -2.0266  -0.014
C12 4.4759 -2.8462 -1.1911  -0.046
C13 4.0643 -1.7457 -0.4234  -0.083
C14 2.7686 -1.3002 -0.4662  -0.080
C15 1.8077 -1.9891 -1.2384  -0.228
N1 0.4986 -1.6332 -1.1641  0.011
H1 -5.4914 -1.0711 -0.8697  0.109
H2 -4.9640 -3.0921 -2.1878  0.111
H3 -2.6424 -3.6665 -2.6555  0.104
H4 -3.7198 0.3594 -0.0343  0.078
H5 -0.7672 -3.7516 -3.4403  0.109
H6 1.5913 -4.4259 -3.6072  0.129
H7 3.9008 -4.2913 -2.6562  0.121
H8 5.4966 -3.1892 -1.1263  0.115
H9 4.7877 -1.2247 0.1847  0.113
H10 2.4633 -0.4131 0.0832  0.078
Cl1 2.5493 -0.4468 6.8909  0.713
C16 1.9764 -0.6489 5.2795  -0.659
C17 1.4574 -1.9039 4.9056  -0.077
C18 1.0096 -2.1010 3.6290  -0.572
Cl2 0.3587 -3.5988 3.1100  0.766
C19 1.0333 -1.0688 2.6406  -0.351
O1 0.6499 -1.3318 1.4507  -0.228
C20 1.5361 0.2119 3.0615  -0.111
C21 1.5483 1.3265 2.1913  -0.122
O2 1.1126 1.3783 1.0188  -0.186
C22 2.0159 0.3847 4.3856  -0.039
H11 1.4215 -2.6998 5.6321  0.118
H12 1.9921 2.2494 2.6002  0.156
H13 2.4049 1.3491 4.6759  0.121
Cl3 -6.2718 3.1007 2.9117  0.710
C23 -4.7731 2.2982 2.6499  -0.672
C24 -3.9348 2.7267 1.6288  -0.111
C25 -2.7563 2.0344 1.4300  -0.536
Cl4 -1.6319 2.4101 0.1624  0.891
C26 -2.3741 0.9107 2.1809  -0.454
O3 -1.2844 0.2510 1.8999  -0.290
C27 -3.2476 0.5389 3.2245  -0.576
Cl5 -2.7960 -0.8221 4.1675  0.760
C28 -4.4293 1.2165 3.4536  -0.107
H14 -4.2088 3.5566 0.9995  0.113
H15 -5.0933 0.8940 4.2393  0.113
N2 -5.7470 5.1971 -6.6994  0.186
C29 -4.8766 4.7384 -6.1146  -0.179
C30 -3.8133 4.1681 -5.3671  -0.217
C31 -4.1103 3.4000 -4.2396  0.005
C32 -3.0865 2.8538 -3.4935  0.012
C33 -1.7651 3.0834 -3.8655  -0.184
C34 -1.4645 3.8355 -4.9938  0.009
C35 -2.4877 4.3741 -5.7514  0.002
N3 -0.7420 2.5443 -3.0590  -0.008
C36 0.3372 3.2011 -2.5365  -0.030
C37 0.9510 2.3210 -1.6933  -0.169
N4 0.2700 1.1307 -1.7018  -0.073
C38 -0.7411 1.3046 -2.5389  -0.184
H16 -5.1400 3.2469 -3.9545  0.130
H17 -3.2990 2.2671 -2.6127  0.109
H18 -0.4352 3.9856 -5.2786  0.114
H19 -2.2675 4.9540 -6.6357  0.129
H20 0.5457 4.2264 -2.7636  0.135
H21 1.8486 2.4563 -1.1145  0.081
H22 -1.4717 0.5577 -2.8026  0.141
C39 3.6793 3.3224 -4.1857  -0.039
N5 2.9758 2.0734 -4.1990  -0.135
C40 2.0305 1.6669 -5.1071  -0.069
C41 1.6493 0.4129 -4.7838  -0.078
N6 2.3590 0.0500 -3.6618  0.093
C42 3.1800 1.0757 -3.2936  -0.823
S1 4.1725 1.1448 -1.9809  0.684
H23 3.7701 3.7055 -5.1985  0.098
H24 4.6723 3.1546 -3.7684  0.068
H25 3.1669 4.0537 -3.5578  0.088
H26 1.7216 2.2907 -5.9201  0.120
H27 0.9461 -0.2446 -5.2516  0.117
H28 2.3329 -0.8412 -3.1907  0.117

Properties
HOMO energy	-10.04	eV
net charge	+1
gap between HOMO and LUMO	6.5	eV

=====

Here is a molecular structure, C42H28N9O4STi from OMol25. Energies are from the ωB97M-V functional and the def2-TZVPD basis.

Each line ends with the Löwdin spin population.
Element x y z (Å)
Ti1 -1.0792 -1.1312 -1.1526  0.918
C1 -0.2230 -2.7329 -7.4571  -0.008
C2 0.9943 -2.0540 -7.3059  0.002
C3 1.4111 -1.6007 -6.0647  -0.006
C4 0.5797 -1.8351 -4.9788  -0.004
C5 0.7001 -1.4891 -3.5581  -0.025
N1 -0.4475 -1.9130 -2.9104  0.067
C6 -1.2377 -2.5914 -3.7954  0.020
N2 -2.2931 -3.3134 -3.5267  0.049
C7 -2.8088 -3.3916 -2.2828  0.125
C8 -3.7774 -4.3664 -1.8803  0.055
C9 -4.3338 -5.4737 -2.5340  0.012
C10 -5.2010 -6.2733 -1.8277  0.031
C11 -5.5281 -5.9914 -0.4789  0.024
C12 -4.9896 -4.9056 0.1701  0.018
C13 -4.1026 -4.0866 -0.5426  0.051
C14 -3.3314 -2.9431 -0.1692  0.150
N3 -3.4778 -2.2651 1.0047  0.051
C15 -2.6185 -1.3687 1.3712  0.043
N4 -1.3656 -1.1592 0.8438  0.059
C16 -0.6921 -0.2397 1.6370  0.008
N5 0.5366 0.1431 1.5111  0.049
C17 1.3131 -0.1822 0.4123  0.080
N6 0.8631 -0.7373 -0.7538  0.016
C18 1.8433 -0.6403 -1.7065  0.040
N7 1.7488 -0.9466 -3.0286  0.065
C19 3.0007 -0.0820 -1.1034  0.033
C20 4.2702 0.2358 -1.6194  0.002
C21 5.1889 0.8055 -0.7766  0.020
C22 4.8738 1.0581 0.5845  0.008
C23 3.6412 0.7514 1.0981  0.011
C24 2.6753 0.1872 0.2435  0.027
C25 -1.6305 0.2466 2.6824  0.003
C26 -1.5501 1.2536 3.6272  -0.001
C27 -2.6802 1.5308 4.3882  0.005
C28 -3.8648 0.8168 4.2098  -0.002
C29 -3.9446 -0.1905 3.2579  0.005
C30 -2.8141 -0.4565 2.5104  -0.001
N8 -2.5554 -2.5564 -1.2223  0.005
C31 -0.6247 -2.5115 -5.1283  -0.010
C32 -1.0447 -2.9726 -6.3678  0.003
H1 -0.5217 -3.0724 -8.4413  -0.001
H2 1.6143 -1.8799 -8.1769  0.000
H3 2.3504 -1.0788 -5.9334  0.000
H4 -4.0809 -5.6861 -3.5652  0.000
H5 -5.6392 -7.1413 -2.3055  0.001
H6 -6.2097 -6.6493 0.0464  0.001
H7 -5.2312 -4.6812 1.2012  0.001
H8 4.5006 0.0275 -2.6565  0.000
H9 6.1738 1.0639 -1.1473  0.001
H10 5.6240 1.5034 1.2283  0.000
H11 3.4227 0.9348 2.1378  0.000
H12 -0.6557 1.8425 3.7640  0.000
H13 -2.6423 2.3314 5.1163  0.000
H14 -4.7344 1.0683 4.8044  0.000
H15 -4.8596 -0.7414 3.0812  0.000
H16 -1.9846 -3.5005 -6.4671  0.000
C33 5.2783 2.7335 5.5629  0.000
C34 4.1728 3.1634 4.6352  0.000
C35 4.0839 4.4788 4.1873  0.000
C36 3.0921 4.8679 3.3021  0.000
C37 2.1698 3.9282 2.8592  0.000
C38 2.2380 2.6153 3.2903  0.000
C39 3.2389 2.2420 4.1722  0.000
S1 0.8638 4.5663 1.8626  0.000
O1 -0.2818 4.7691 2.7132  0.000
O2 1.3826 5.7013 1.1461  0.000
N9 0.6055 3.3705 0.7733  0.000
C40 -0.5379 3.6955 -0.1168  0.000
C41 -0.6551 2.6983 -1.2390  0.000
C42 -1.6141 1.5649 -0.9791  0.000
O3 -2.4422 1.6172 -0.0950  0.001
O4 -1.5166 0.5629 -1.8419  -0.003
H17 5.6624 3.5763 6.1372  0.000
H18 6.1114 2.3100 4.9973  0.000
H19 4.9347 1.9693 6.2603  0.000
H20 4.8033 5.2108 4.5360  0.000
H21 3.0308 5.8853 2.9410  0.000
H22 1.5481 1.8674 2.9217  0.000
H23 3.2929 1.2099 4.5011  0.000
H24 0.5588 2.4469 1.2047  0.000
H25 -0.3077 4.6678 -0.5495  0.000
H26 -1.4827 3.7747 0.4211  0.000
H27 0.3143 2.3221 -1.5710  0.000
H28 -1.0946 3.2157 -2.0987  0.000

Properties
HOMO energy (alpha / beta)	-3.38 / -3.67	eV
net charge	-1
spin multiplicity	3
gap between HOMO and LUMO (alpha / beta)	4.9 / 4.6	eV

=====

Here is a molecular structure, C42H30CdCl4N6O2STe from OMol25. Energies are from the ωB97M-V functional and the def2-TZVPD basis.

Each line ends with the Löwdin charge.
Element x y z (Å)
Cd1 0.3841 0.5338 1.7745  1.410
N1 3.3797 1.7115 -2.3222  0.078
C1 2.4602 1.0626 -1.5010  -0.249
N2 2.1667 1.4072 -0.3190  0.080
C2 2.8587 2.5002 0.2487  -0.336
N3 2.5598 2.9516 1.4539  0.017
N4 1.5986 2.4081 2.1148  -0.172
C3 1.2933 3.0132 3.3348  -0.199
C4 0.2463 2.5711 4.0872  -0.349
C5 -0.1829 3.2214 5.3090  -0.088
C6 -1.2794 2.7851 5.9725  -0.152
C7 -2.0245 1.6691 5.4859  -0.147
C8 -1.5576 1.0647 4.3424  -0.214
N5 -0.4796 1.4601 3.6599  -0.036
C9 4.0211 3.0411 -0.4260  -0.115
C10 4.9206 3.9486 0.1427  -0.049
C11 6.0169 4.4270 -0.5694  -0.135
C12 6.2695 3.9918 -1.8585  -0.146
C13 5.3981 3.0639 -2.4389  -0.068
C14 4.2995 2.6105 -1.7399  -0.210
H1 3.6979 1.1948 -3.1244  0.121
H2 1.9600 0.2266 -1.9829  0.050
H3 1.8792 3.8785 3.6245  0.082
H4 0.3861 4.0741 5.6641  0.087
H5 -1.5919 3.2910 6.8817  0.079
H6 -2.8955 1.2877 6.0002  0.062
H7 -2.0551 0.1902 3.9289  0.091
H8 4.7342 4.2718 1.1576  0.094
H9 6.6853 5.1396 -0.0988  0.084
H10 7.1276 4.3529 -2.4117  0.077
H11 5.5701 2.7045 -3.4491  0.095
Cl1 -1.4069 -6.2100 2.5550  0.579
C15 -0.4846 -4.7588 2.2856  -0.737
C16 0.8776 -4.8192 2.0967  -0.737
Cl2 1.7013 -6.3526 2.1019  0.579
C17 1.5995 -3.6310 1.8909  -0.637
Cl3 3.3248 -3.6866 1.6612  0.630
C18 0.9957 -2.3698 1.8523  -0.473
O1 1.6647 -1.2828 1.6704  -0.234
C19 -0.4541 -2.3124 2.0068  -0.440
O2 -1.0561 -1.1682 1.9367  -0.258
C20 -1.1297 -3.5095 2.2475  -0.605
Cl4 -2.8411 -3.4073 2.5474  0.677
S1 -4.2918 1.5776 1.5612  1.090
C21 -3.1647 2.8884 1.6669  -0.476
C22 -3.2607 4.0806 2.3760  -0.098
C23 -2.1998 4.9632 2.3036  -0.093
C24 -1.0711 4.6750 1.5285  -0.082
C25 -0.9787 3.4953 0.8204  -0.035
C26 -2.0280 2.5828 0.9132  -0.327
N6 -2.0441 1.3223 0.3295  -0.012
C27 -3.1455 0.6936 0.5659  -0.536
C28 -3.4653 -0.6373 0.0421  -0.266
C29 -4.6622 -1.2472 0.4221  -0.086
C30 -5.0069 -2.5023 -0.0351  -0.116
C31 -4.1261 -3.1872 -0.8602  -0.094
C32 -2.9304 -2.6022 -1.2367  -0.130
C33 -2.5911 -1.3161 -0.8202  -0.418
H12 -4.1281 4.2991 2.9851  0.100
H13 -2.2373 5.8858 2.8693  0.095
H14 -0.2420 5.3696 1.5051  0.104
H15 -0.0974 3.2535 0.2407  0.096
H16 -5.3247 -0.7345 1.1093  0.077
H17 -5.9326 -2.9623 0.2862  0.097
H18 -4.3542 -4.1937 -1.1889  0.102
H19 -2.2418 -3.1576 -1.8611  0.098
C34 0.6152 -4.7125 -6.1071  -0.064
C35 0.2643 -3.7382 -5.0136  -0.281
C36 -0.8464 -2.9159 -5.1139  -0.032
C37 -1.1726 -2.0002 -4.1140  -0.316
C38 -2.3954 -1.1428 -4.3017  -0.086
C39 -0.3697 -1.9200 -2.9684  -0.421
Te1 -0.7608 -0.4817 -1.4374  1.498
C40 0.7633 -2.7456 -2.8499  -0.291
C41 1.6512 -2.7228 -1.6364  -0.074
C42 1.0585 -3.6345 -3.8794  -0.023
H20 -0.1904 -4.7908 -6.8380  0.066
H21 0.8037 -5.7076 -5.7001  0.074
H22 1.5191 -4.4008 -6.6360  0.075
H23 -1.4790 -2.9795 -5.9946  0.105
H24 -2.7150 -1.1554 -5.3449  0.069
H25 -2.2026 -0.1133 -3.9988  0.044
H26 -3.2245 -1.5000 -3.6856  0.071
H27 1.0887 -2.9758 -0.7358  0.070
H28 2.0843 -1.7394 -1.4448  0.051
H29 2.4659 -3.4394 -1.7380  0.078
H30 1.9285 -4.2761 -3.7779  0.114

Properties
HOMO energy	0.22	eV
net charge	-2
gap between HOMO and LUMO	3.5	eV

=====

Here is a molecular structure, C42H32As2CoN8 at a distorted geometry from OMol25. Energies are from the ωB97M-V functional and the def2-TZVPD basis.

Each line ends with the Löwdin spin population.
Element x y z (Å)
Co1 -1.0943 -0.6894 -0.0779  0.927
C1 -2.0034 0.8673 -6.2081  0.000
C2 -1.4173 -0.3782 -6.4283  -0.001
C3 -1.2044 -1.2619 -5.3833  0.000
C4 -1.5468 -0.8453 -4.1094  -0.001
C5 -1.4102 -1.4708 -2.8134  -0.001
N1 -1.7651 -0.5845 -1.8358  -0.002
C6 -2.2489 0.5469 -2.4423  -0.002
N2 -2.8234 1.5401 -1.8186  0.002
C7 -2.7294 1.6714 -0.5102  -0.002
C8 -3.4756 2.6046 0.2883  -0.001
C9 -4.5889 3.3979 0.0432  -0.001
C10 -5.0922 4.1510 1.0869  -0.001
C11 -4.4995 4.1327 2.3506  -0.001
C12 -3.3873 3.3540 2.6083  -0.001
C13 -2.8873 2.5767 1.5725  -0.001
C14 -1.8296 1.6084 1.5071  -0.002
N3 -0.9615 1.3768 2.4778  0.002
C15 -0.2327 0.2914 2.4892  -0.001
N4 -0.4524 -0.8057 1.7056  -0.003
C16 0.3170 -1.8327 2.1903  -0.001
N5 0.2402 -3.0804 1.8039  0.001
C17 -0.3772 -3.4141 0.6869  0.001
N6 -0.7231 -2.5278 -0.3040  0.003
C18 -0.9958 -3.2479 -1.4293  0.000
N7 -1.1474 -2.7394 -2.6378  0.001
C19 -0.9615 -4.6514 -1.1322  0.000
C20 -1.2389 -5.7724 -1.9012  0.000
C21 -1.1543 -7.0062 -1.2859  0.000
C22 -0.8000 -7.1204 0.0607  0.000
C23 -0.5059 -6.0105 0.8306  0.000
C24 -0.5843 -4.7620 0.2260  0.000
C25 1.1522 -1.3456 3.2655  0.000
C26 2.1635 -1.9296 4.0085  0.000
C27 2.8485 -1.1272 4.9049  0.000
C28 2.5189 0.2155 5.0804  0.000
C29 1.4856 0.7981 4.3645  0.000
C30 0.8131 0.0088 3.4483  0.000
N8 -1.8009 1.0285 0.2718  0.006
C31 -2.1065 0.4255 -3.8779  -0.001
C32 -2.3683 1.2808 -4.9365  -0.001
H1 -2.1718 1.5256 -7.0480  0.000
H2 -1.1250 -0.6579 -7.4305  0.000
H3 -0.7688 -2.2383 -5.5319  0.000
H4 -5.0507 3.4184 -0.9299  0.000
H5 -5.9660 4.7676 0.9340  0.000
H6 -4.9284 4.7331 3.1392  0.000
H7 -2.9113 3.3384 3.5769  0.000
H8 -1.5178 -5.6696 -2.9396  0.000
H9 -1.3668 -7.9030 -1.8501  0.000
H10 -0.7634 -8.1029 0.5084  0.000
H11 -0.2428 -6.1055 1.8724  0.000
H12 2.4084 -2.9713 3.8727  0.000
H13 3.6565 -1.5526 5.4819  0.000
H14 3.0827 0.8092 5.7867  0.000
H15 1.2042 1.8313 4.5012  0.000
H16 -2.8265 2.2414 -4.7605  0.000
C33 2.3167 -1.9251 -1.2445  0.005
As1 1.4043 -0.2216 -0.8878  0.046
C34 2.0754 0.7248 -2.4980  0.017
C35 2.5339 0.5506 0.4994  0.007
C36 3.4564 -0.2325 1.1831  0.002
C37 4.2710 0.3191 2.1555  0.000
C38 4.1509 1.6611 2.4668  0.001
C39 3.1971 2.4303 1.8243  0.000
C40 2.3682 1.8923 0.8512  0.001
As2 0.9888 2.9470 -0.0689  0.000
C41 2.2215 4.2400 -0.9480  0.000
C42 0.4372 4.1901 1.3629  0.000
H17 3.3937 -1.7855 -1.3714  0.001
H18 1.9025 -2.3319 -2.1695  0.000
H19 2.1307 -2.6504 -0.4513  0.000
H20 3.1426 0.9412 -2.4118  0.002
H21 1.5254 1.6545 -2.6518  0.000
H22 1.9201 0.0853 -3.3684  0.000
H23 3.5497 -1.2861 0.9493  0.000
H24 4.9999 -0.2976 2.6609  0.000
H25 4.8018 2.1058 3.2057  0.000
H26 3.0997 3.4743 2.0913  0.000
H27 2.8842 4.7235 -0.2317  0.000
H28 1.6207 5.0098 -1.4352  0.000
H29 2.8305 3.7535 -1.7085  0.000
H30 1.2793 4.7335 1.7894  0.000
H31 -0.0788 3.6413 2.1460  0.000
H32 -0.2607 4.9155 0.9384  0.000

Properties
HOMO energy (alpha / beta)	-6.15 / -6.18	eV
net charge	0
spin multiplicity	2
gap between HOMO and LUMO (alpha / beta)	4.7 / 4.8	eV